Record 1
{
  "formula": "C5H7NO",
  "method": "ωB97M-V/def2-TZVPD",
  "smiles": "[H]/N=C\\OC=C1CC1",
  "relative_energy_kcal_mol": 92.49,
  "charge": 0,
  "species": ["O", "C", "H", "H", "H", "H", "H", "H", "C", "C", "C", "H", "C", "N"],
  "xyz": [[-0.218, 2.040, -0.160], [0.830, 1.090, -0.589], [1.795, -1.916, 0.654], [-1.185, -1.343, 0.098], [1.476, 1.721, -1.215], [-2.188, 1.360, -0.121], [0.929, -2.255, -0.924], [-0.337, -1.292, 1.673], [0.798, -0.181, -0.194], [1.030, -1.624, -0.056], [-1.268, 1.434, 0.467], [-0.225, 0.955, 1.923], [-0.220, -1.161, 0.583], [-1.183, 0.847, 1.577]],
  "lowdin_charge": [-0.0823, -0.0217, 0.1093, 0.1065, 0.1221, 0.1312, 0.1028, 0.1048, -0.1354, -0.1414, -0.3362, 0.0775, -0.1358, 0.0987]
}



Record 2
{
  "formula": "C2ClF2N",
  "method": "ωB97M-V/def2-TZVPD",
  "relative_energy_kcal_mol": 64.25,
  "charge": 0,
  "species": ["F", "Cl", "C", "C", "F", "N"],
  "xyz": [[2.213, 1.503, -0.529], [-1.467, -0.508, 0.058], [-1.226, -2.039, 0.018], [1.147, 1.322, 0.206], [1.054, 0.028, 0.422], [-1.027, -3.188, 0.063]],
  "lowdin_charge": [0.0642, 0.8646, -0.8882, -0.0914, -0.0459, 0.0968]
}



Record 3
{
  "formula": "CHI3O",
  "method": "ωB97M-V/def2-TZVPD",
  "relative_energy_kcal_mol": 2.78,
  "charge": 0,
  "species": ["O", "I", "C", "I", "I", "H"],
  "xyz": [[-0.617, 2.337, 0.945], [1.568, -0.631, -0.861], [-0.607, 1.643, 0.028], [-2.326, -1.455, 0.259], [3.801, -1.654, 0.191], [-1.819, -0.241, -0.562]],
  "lowdin_charge": [0.0331, 0.0663, -0.1288, 0.4507, 0.0328, -0.4541]
}



Record 4
{
  "formula": "C10H36N13O11",
  "method": "ωB97M-V/def2-TZVPD",
  "charge": -1,
  "species": ["H", "N", "O", "N", "O", "O", "N", "N", "H", "C", "C", "H", "H", "H", "H", "O", "O", "O", "H", "H", "H", "N", "O", "H", "H", "H", "H", "O", "H", "H", "O", "O", "N", "H", "H", "H", "N", "H", "N", "H", "H", "H", "C", "H", "H", "H", "H", "H", "N", "C", "C", "H", "H", "H", "N", "H", "H", "H", "C", "C", "N", "C", "N", "H", "C", "H", "C", "O", "H", "N"],
  "xyz": [[12.516, -32.522, 18.158], [11.914, -27.282, 15.247], [12.819, -25.278, 15.550], [6.517, -24.406, 11.652], [11.142, -34.073, 17.797], [6.576, -29.241, 15.150], [6.228, -36.898, 9.537], [8.383, -29.480, 9.017], [5.962, -34.685, 9.622], [10.604, -31.820, 18.021], [11.663, -32.768, 17.525], [11.028, -32.607, 15.511], [3.513, -29.318, 12.542], [8.282, -29.461, 10.021], [1.705, -29.294, 18.175], [5.993, -36.838, 11.782], [2.256, -31.261, 11.492], [9.610, -28.612, 7.387], [3.551, -28.387, 11.061], [9.844, -31.668, 17.255], [12.817, -27.518, 14.860], [10.583, -25.664, 15.209], [3.647, -31.495, 19.230], [2.433, -30.709, 9.051], [10.326, -24.690, 15.275], [8.089, -30.207, 8.380], [2.946, -29.045, 9.394], [5.522, -25.059, 17.674], [1.750, -31.175, 20.938], [7.074, -23.643, 12.009], [6.970, -31.031, 14.150], [8.066, -29.321, 13.609], [7.213, -29.875, 14.309], [10.140, -32.122, 18.960], [10.539, -27.342, 9.296], [11.894, -34.589, 18.099], [2.384, -30.041, 18.144], [0.788, -30.342, 19.788], [3.195, -29.166, 11.596], [9.839, -26.348, 15.200], [5.280, -22.669, 9.405], [5.570, -25.841, 17.119], [11.995, -32.683, 16.008], [4.548, -23.142, 17.523], [5.872, -34.528, 11.401], [6.633, -25.374, 11.916], [11.047, -30.831, 18.140], [6.708, -22.619, 10.293], [1.657, -30.810, 20.002], [2.639, -30.191, 10.964], [5.590, -24.126, 10.755], [12.568, -33.567, 15.729], [9.366, -28.028, 10.440], [12.493, -31.757, 15.719], [5.780, -23.010, 10.213], [3.225, -29.990, 17.587], [4.356, -24.232, 16.248], [11.128, -27.748, 14.818], [5.099, -23.908, 16.978], [6.091, -36.318, 10.702], [5.907, -35.075, 10.552], [11.826, -25.995, 15.387], [2.703, -29.978, 9.694], [6.180, -37.907, 9.520], [9.240, -28.612, 8.537], [6.529, -36.394, 8.715], [2.599, -30.892, 19.112], [4.636, -24.834, 10.580], [5.942, -23.478, 16.436], [9.727, -27.906, 9.504]],
  "lowdin_charge": [0.1226, 0.1488, 0.0053, 0.1562, -0.0593, -0.0951, 0.1489, 0.1594, 0.1131, -0.0656, -0.4958, 0.0794, 0.1220, 0.1087, 0.1073, 0.0495, -0.0085, 0.0241, 0.1015, 0.0823, 0.1176, 0.1621, 0.0441, 0.1199, 0.1158, 0.1193, 0.1085, -0.1191, 0.1156, 0.1042, -0.0338, -0.1276, -0.7301, 0.0832, 0.1213, 0.0792, 0.1532, 0.1030, 0.1570, 0.1186, 0.1297, 0.0812, -0.0417, 0.0734, 0.1395, 0.1210, 0.0764, 0.1147, 0.1478, -0.7469, -0.8385, 0.0709, 0.1119, 0.0690, 0.1699, 0.1252, 0.0723, 0.1090, -0.1785, -0.8378, 0.1697, -0.7827, 0.1456, 0.1132, -0.8116, 0.1039, -0.7967, 0.0429, 0.0690, 0.1613]
}



| no. | frontier orbital gap (eV) | calculated total energy (eV) | E_LUMO (eV) |
| --- | --- | --- | --- |
| 1 | 10.30 | -8832.1919 | 0.9649 |
| 2 | 11.04 | -21517.7803 | -0.4066 |
| 3 | 7.61 | -27402.3424 | -1.7644 |
| 4 | 6.80 | -52847.6261 | 1.8135 |